Entry 1:
Below is the molecule C3H9N3OS, with properties calculated with ωB97M-V with the def2-TZVPD basis set.

```
! RIJCOSX wB97M-V def2-TZVPD def2/J DEFGRID3
* xyz 0 1
N 2.455 0.404 1.033
S 1.301 0.144 0.029
O 1.802 -0.551 -1.156
C 0.150 1.600 -0.443
C -1.142 1.069 0.100
C -1.360 -0.472 -0.008
N -0.263 -1.184 0.566
N 0.067 -2.411 0.033
H 2.100 1.201 1.571
H 0.092 1.518 -1.607
H 0.648 2.479 -0.091
H -2.104 1.684 -0.152
H -1.188 1.247 1.170
H -2.264 -0.793 0.412
H -1.498 -0.833 -1.011
H 0.897 -2.680 0.470
H 0.308 -2.421 -0.917
*
```

## Properties
Relative energy (zero: lowest compared OMol25 entry of this formula, charge and spin) in kcal/mol: 101.32
SMILES string: N=[S@]1(=O)CCCN1N
Highest occupied orbital energy (alpha / beta) in eV: -8.380 / -8.380

Atom charges from the Mulliken analysis, given in e for atoms 1 to 6: number 1, N, carries -0.6694; number 2, S, carries 0.9215; number 3, O, carries -0.6325; number 4, C, carries -0.6526; number 5, C, carries -0.6408; number 6, C, carries -0.6002

***

Entry 2:
Below is a cluster of 2 separate species, C2H7NO4 in total, with properties calculated with ωB97M-V with the def2-TZVPD basis set.

```
! RIJCOSX wB97M-V def2-TZVPD def2/J DEFGRID3
* xyz 0 1
O 0.271 1.682 -0.900
C -0.677 1.361 -0.179
O -0.616 1.416 1.175
O -1.965 1.606 -0.558
H -1.517 1.204 1.473
H -1.861 2.074 -1.408
C 1.616 -0.947 0.391
N 0.653 -1.624 -0.450
O -0.808 -0.927 -0.233
H 2.051 -0.100 -0.141
H 2.435 -1.650 0.600
H 1.191 -0.616 1.346
H 0.376 -2.486 0.027
H -1.149 -0.992 -1.144
*
```

## Properties
Relative energy (zero: lowest compared OMol25 entry of this formula, charge and spin) in kcal/mol: 66.65
SMILES string: O=C(O)O.CNO
Highest occupied orbital energy in eV: -10.155

Atom charges from the Mulliken analysis, given in e for atoms 1 to 6: number 1, O, carries -0.5826; number 2, C, carries 0.8096; number 3, O, carries -0.4296; number 4, O, carries -0.4982; number 5, H, carries 0.3262; number 6, H, carries 0.3485

***

Entry 3:
Below is a cluster of 2 separate species, C6H6NO6 in total, with properties calculated with ωB97M-V with the def2-TZVPD basis set.

```
! RIJCOSX wB97M-V def2-TZVPD def2/J DEFGRID3
* xyz -1 1
C -0.074 -0.107 3.455
C -0.280 0.026 -1.329
C -1.045 1.544 0.658
C -0.877 0.149 -0.009
C -0.017 0.727 1.143
C 0.315 -1.798 -2.879
N 1.322 0.802 1.051
O -0.685 0.765 3.909
O 0.422 -1.110 3.140
O 0.220 0.905 -1.997
O 1.966 -0.030 0.456
O 1.808 1.665 1.822
O -0.414 -1.279 -1.660
H -0.615 2.355 0.122
H -1.880 1.850 1.344
H -1.486 -0.807 0.364
H 0.502 -2.769 -2.725
H 1.186 -1.200 -3.048
H -0.367 -1.686 -3.817
*
```

## Properties
Relative energy (zero: lowest compared OMol25 entry of this formula, charge and spin) in kcal/mol: 15.37
Highest occupied orbital energy in eV: -3.600

Atom charges from the Mulliken analysis, given in e for atoms 1 to 6: number 1, C, carries 0.9000; number 2, C, carries 0.3893; number 3, C, carries -0.8300; number 4, C, carries -0.0976; number 5, C, carries 0.3511; number 6, C, carries -0.7161

***

Entry 4:
Below is a structure of composition C24H44ClN2O6, with properties calculated with ωB97M-V with the def2-TZVPD basis set.

```
! RIJCOSX wB97M-V def2-TZVPD def2/J DEFGRID3
* xyz 1 1
C -122.555 -69.100 -198.335
N -122.908 -67.677 -198.271
C -124.154 -67.377 -197.946
C -124.388 -66.276 -197.155
C -123.234 -65.570 -196.511
C -121.957 -66.019 -196.884
C -121.780 -67.008 -197.845
C -123.444 -64.391 -195.633
C -124.858 -63.659 -195.461
C -124.915 -62.457 -194.915
N -123.806 -61.862 -194.439
C -122.543 -62.448 -194.396
C -122.339 -63.732 -194.825
C -123.741 -60.408 -194.604
H -121.631 -69.392 -198.911
H -123.435 -69.848 -198.592
H -122.390 -69.456 -197.407
H -124.904 -67.816 -198.509
H -125.445 -66.002 -197.033
H -120.999 -65.466 -196.681
H -120.869 -67.408 -198.139
H -125.789 -64.243 -195.897
H -125.846 -62.008 -194.994
H -121.700 -62.033 -193.737
H -121.214 -64.439 -194.659
H -124.604 -59.762 -194.720
H -123.387 -60.102 -195.526
H -122.931 -59.941 -193.895
Cl -120.336 -59.891 -195.139
C -126.207 -56.332 -195.250
O -125.379 -57.327 -195.865
C -124.572 -56.769 -196.823
C -123.653 -57.613 -197.038
O -122.773 -57.224 -198.117
C -121.530 -57.794 -198.083
H -125.613 -55.500 -194.989
H -126.570 -56.731 -194.254
H -127.046 -55.657 -195.939
H -124.100 -55.893 -196.319
H -125.099 -56.456 -197.618
H -124.150 -58.516 -197.197
H -123.255 -57.653 -195.965
H -120.778 -57.268 -198.826
H -121.492 -58.807 -198.435
H -121.326 -57.863 -196.960
C -123.091 -64.001 -200.303
O -121.968 -63.514 -199.551
C -122.304 -62.355 -198.865
C -121.152 -61.880 -198.305
O -120.286 -61.339 -199.252
C -119.044 -60.927 -198.630
H -123.532 -63.206 -200.937
H -123.779 -64.503 -199.619
H -122.973 -64.804 -200.914
H -123.034 -62.604 -198.091
H -122.721 -61.578 -199.400
H -120.742 -62.679 -197.740
H -121.343 -60.974 -197.575
H -118.270 -60.455 -199.322
H -118.454 -61.828 -198.482
H -119.138 -60.411 -197.700
C -118.823 -63.060 -195.177
O -119.133 -64.408 -195.515
C -118.310 -65.303 -194.695
C -118.758 -66.616 -194.904
O -119.997 -66.715 -194.212
C -120.446 -68.085 -194.266
H -119.241 -62.457 -195.920
H -117.913 -62.856 -195.225
H -119.156 -62.742 -194.038
H -118.260 -65.241 -193.613
H -117.264 -65.385 -195.065
H -117.910 -67.192 -194.565
H -118.836 -66.633 -196.040
H -121.249 -68.093 -193.431
H -119.692 -68.613 -194.026
H -120.983 -68.186 -195.136
*
```

## Properties
Relative energy (zero: lowest compared OMol25 entry of this formula, charge and spin) in kcal/mol: 0.00
Highest occupied orbital energy in eV: -9.657

Atom charges from the Mulliken analysis, given in e for atoms 1 to 6: number 1, C, carries -1.0689; number 2, N, carries 0.2490; number 3, C, carries -0.6255; number 4, C, carries -0.8756; number 5, C, carries 1.1163; number 6, C, carries 0.3501

***

Entry 5:
Below is a cluster of 9 separate species, C34H94N8O9 in total, with properties calculated with ωB97M-V with the def2-TZVPD basis set.

```
! RIJCOSX wB97M-V def2-TZVPD def2/J DEFGRID3
* xyz 0 1
C -2.830 -4.573 -7.745
O -2.214 -4.755 -6.503
C -2.005 -3.528 -5.823
C -1.539 -3.583 -4.343
C -2.598 -4.329 -3.569
N -1.511 -2.247 -3.809
H -3.852 -4.194 -7.754
H -2.910 -5.557 -8.206
H -2.286 -3.915 -8.423
H -1.254 -2.945 -6.355
H -2.874 -2.874 -5.891
H -0.606 -4.124 -4.184
H -2.752 -5.285 -4.069
H -3.546 -3.792 -3.522
H -2.361 -4.581 -2.536
H -0.671 -1.778 -4.117
H -1.291 -2.318 -2.826
C 4.256 1.699 -1.607
O 4.543 1.023 -0.370
C 5.272 1.831 0.563
C 5.472 1.033 1.854
C 4.221 0.645 2.617
N 6.243 1.697 2.847
H 3.610 2.559 -1.430
H 3.695 1.069 -2.297
H 5.163 2.106 -2.055
H 6.244 2.162 0.195
H 4.717 2.727 0.843
H 6.016 0.125 1.594
H 3.573 1.465 2.927
H 4.464 -0.015 3.449
H 3.658 0.062 1.887
H 6.281 1.139 3.688
H 5.816 2.492 3.299
C 6.307 -2.589 4.667
O 5.375 -3.626 4.530
C 4.076 -3.064 4.395
C 3.093 -4.262 4.016
C 3.552 -5.030 2.739
N 1.737 -3.838 3.776
H 6.141 -2.062 5.607
H 6.361 -1.861 3.858
H 7.234 -3.121 4.878
H 3.634 -2.594 5.274
H 4.117 -2.438 3.503
H 3.144 -5.008 4.809
H 3.771 -4.295 1.965
H 2.804 -5.742 2.387
H 4.479 -5.555 2.971
H 1.317 -4.616 3.287
H 1.236 -3.598 4.619
C 1.080 2.652 0.913
O 0.292 1.497 0.912
C 0.533 0.641 -0.263
C 0.187 -0.815 0.171
C 1.299 -1.603 0.885
N -0.161 -1.654 -1.015
H 1.008 3.174 -0.041
H 2.134 2.403 1.034
H 0.776 3.358 1.686
H -0.005 0.868 -1.183
H 1.594 0.686 -0.507
H -0.745 -0.724 0.728
H 1.472 -1.094 1.833
H 2.234 -1.608 0.324
H 1.025 -2.643 1.056
H 0.578 -1.590 -1.700
H -0.191 -2.636 -0.781
C -0.509 3.843 -2.515
O -1.500 4.833 -2.398
C -2.848 4.357 -2.828
C -2.982 3.986 -4.333
C -2.520 5.133 -5.234
N -4.432 3.764 -4.611
H 0.444 4.350 -2.362
H -0.413 3.416 -3.513
H -0.585 2.944 -1.903
H -3.202 3.538 -2.202
H -3.564 5.143 -2.587
H -2.382 3.106 -4.563
H -3.286 5.896 -5.365
H -2.391 4.787 -6.260
H -1.559 5.560 -4.948
H -4.737 4.700 -4.835
H -4.860 3.575 -3.716
C -3.140 2.799 5.682
O -1.928 2.266 5.128
C -1.789 2.277 3.727
C -2.816 1.337 2.974
C -2.568 -0.123 3.285
N -2.705 1.633 1.536
H -3.814 1.948 5.788
H -3.624 3.597 5.119
H -2.875 3.188 6.665
H -1.718 3.335 3.478
H -0.771 1.989 3.467
H -3.828 1.575 3.301
H -3.424 -0.716 2.961
H -2.571 -0.166 4.374
H -1.645 -0.515 2.857
H -2.753 2.608 1.276
H -1.814 1.324 1.174
C 0.944 -5.733 -0.288
O -0.110 -4.714 -0.045
C -1.342 -5.373 0.287
C -2.479 -4.400 0.482
C -2.160 -3.376 1.502
N -3.715 -5.109 0.993
H 1.784 -5.409 -0.903
H 0.470 -6.538 -0.850
H 1.275 -6.271 0.601
H -1.679 -6.013 -0.528
H -1.141 -6.077 1.095
H -2.744 -3.931 -0.465
H -3.027 -2.773 1.773
H -1.372 -2.688 1.197
H -1.814 -3.854 2.419
H -4.227 -5.454 0.194
H -4.431 -4.506 1.372
C -2.032 8.319 1.762
O -1.770 7.081 2.432
C -1.525 5.922 1.571
C -2.827 5.459 0.802
C -3.982 5.411 1.756
N -2.576 4.189 0.153
H -2.664 8.290 0.874
H -1.161 8.892 1.444
H -2.515 8.984 2.478
H -0.721 6.070 0.851
H -1.094 5.139 2.195
H -3.102 6.073 -0.056
H -3.991 6.408 2.195
H -3.886 4.702 2.578
H -4.912 5.189 1.233
H -2.002 4.454 -0.634
H -3.470 3.826 -0.142
C 3.536 -3.152 -3.130
C 3.053 -1.743 -2.933
O 1.614 -1.613 -3.208
H 3.165 -3.841 -2.371
H 4.621 -3.075 -3.205
H 3.169 -3.463 -4.107
H 3.513 -1.098 -3.682
H 3.329 -1.391 -1.939
H 1.474 -1.150 -4.037
*
```

## Properties
Relative energy (zero: lowest compared OMol25 entry of this formula, charge and spin) in kcal/mol: 109.06
SMILES string: COC[C@H](C)N.COC[C@H](C)N.COC[C@H](C)N.COC[C@H](C)N.COC[C@H](C)N.COC[C@H](C)N.COC[C@H](C)N.COC[C@H](C)N.CCO
Highest occupied orbital energy in eV: -7.857

Atom charges from the Mulliken analysis, given in e for atoms 1 to 6: number 1, C, carries -0.7939; number 2, O, carries -0.3365; number 3, C, carries -0.9610; number 4, C, carries 0.9392; number 5, C, carries -1.1341; number 6, N, carries -0.7419